Entry 1:
Below is a structure of composition C35H54BCl3N7P2ReS, with properties calculated with wB97M-V/def2-TZVPD.

Geometry as XYZ:
```
104
Properties=species:S:1:pos:R:3
Re -0.597 0.121 0.134
C 2.017 -4.430 -0.018
C 0.797 -3.524 -0.276
C -0.264 -3.749 0.847
C 0.228 -3.971 -1.673
P 1.302 -1.716 -0.203
C 2.082 -1.751 1.454
N 2.029 -0.434 1.959
B 1.315 0.646 1.288
N 1.902 1.873 1.614
C 1.635 3.057 0.901
P -0.070 2.694 0.171
C -1.219 3.558 1.448
C -0.757 2.984 2.829
C -2.816 3.346 1.389
C -1.049 5.103 1.551
C 0.018 3.359 -1.618
C -1.110 2.737 -2.443
C 1.345 2.834 -2.229
C -0.046 4.886 -1.642
C 3.137 1.586 2.303
C 4.114 2.401 2.813
C 5.230 1.767 3.381
C 5.332 0.403 3.541
C 4.316 -0.414 3.070
C 3.201 0.177 2.509
C 2.678 -1.261 -1.383
C 1.996 -1.029 -2.766
C 3.804 -2.328 -1.539
C 3.366 0.003 -0.878
H 1.641 -5.445 0.000
H 2.536 -4.195 0.930
H 2.744 -4.450 -0.842
H -1.135 -4.298 0.481
H -0.591 -2.855 1.342
H 0.233 -4.409 1.604
H -0.108 -4.999 -1.671
H 0.955 -3.961 -2.414
H -0.607 -3.378 -1.979
H 3.114 -2.006 1.300
H 1.560 -2.529 2.056
H 2.462 3.311 0.186
H 1.507 3.941 1.595
H -0.732 1.898 2.892
H -1.520 3.251 3.608
H 0.225 3.299 3.166
H -3.005 2.355 1.815
H -3.218 3.399 0.408
H -3.309 4.137 2.012
H 0.010 5.410 1.502
H -1.454 5.400 2.521
H -1.568 5.664 0.800
H -1.048 1.647 -2.419
H -1.041 3.015 -3.474
H -2.119 3.078 -2.083
H 1.519 1.796 -1.986
H 2.219 3.432 -1.896
H 1.302 2.880 -3.321
H -0.980 5.221 -1.166
H -0.054 5.234 -2.650
H 0.834 5.269 -1.080
H 4.047 3.473 2.710
H 6.053 2.432 3.641
H 6.091 -0.105 4.084
H 4.280 -1.463 3.179
H 1.478 -1.935 -3.164
H 2.731 -0.745 -3.508
H 1.249 -0.212 -2.777
H 3.386 -3.169 -2.100
H 4.216 -2.620 -0.579
H 4.625 -1.902 -2.110
H 2.700 0.812 -0.731
H 4.020 0.321 -1.640
H 3.966 -0.211 0.041
N -0.862 -0.691 3.137
C -1.639 -0.955 4.169
C -2.936 -0.741 3.770
C -2.843 -0.374 2.440
N -1.578 -0.346 2.027
H 0.156 -0.717 3.082
H -1.330 -1.258 5.173
H -3.799 -0.697 4.392
H -3.664 -0.202 1.764
Cl -5.791 2.329 -1.002
C -4.881 0.937 -1.534
Cl -5.854 -0.546 -1.513
Cl -4.272 1.241 -3.237
C -3.627 0.914 -0.873
N -2.594 0.910 -0.381
N -4.189 -4.805 -3.982
C -4.546 -3.709 -3.282
S -6.072 -3.215 -2.971
C -3.396 -2.991 -2.562
C -2.538 -2.064 -3.118
C -1.649 -1.348 -2.319
N -1.636 -1.431 -0.946
C -2.481 -2.320 -0.425
C -3.244 -3.166 -1.180
H -4.883 -5.455 -4.326
H -3.205 -5.039 -4.133
H -2.512 -1.876 -4.211
H -0.882 -0.723 -2.734
H -2.525 -2.482 0.663
H -3.858 -3.899 -0.706
```

ΔE to the lowest compared entry with this formula, charge and spin in kcal/mol: 26.9
LUMO (spin up / spin down) in eV: -8.40 / -9.83
2S+1: 4
HOMO (spin up / spin down) in eV: -15.3149 / -15.3136
Largest force on an atom in hartree/bohr: 0.0496
Charge: +3
Molecular weight in g mol⁻¹: 970.26

Atomic partial charges in e from the Mulliken method, atoms 1 to 8: number 1, Re, carries 1.664; number 2, C, carries -1.723; number 3, C, carries 2.270; number 4, C, carries -1.997; number 5, C, carries -2.273; number 6, P, carries 0.723; number 7, C, carries -1.734; number 8, N, carries 0.455

***

Entry 2:
Below is a cluster of 12 separate species, C44H81F24NO27S8 in total, with properties calculated with wB97M-V/def2-TZVPD.

Geometry as XYZ:
```
185
Properties=species:S:1:pos:R:3
O -6.222 -4.361 -2.835
S -6.879 -3.464 -1.933
O -8.305 -3.384 -1.737
O -6.201 -3.818 -0.430
C -6.664 -3.117 0.712
C -7.736 -3.960 1.417
C -6.172 -1.805 -2.132
H -7.035 -2.108 0.523
H -5.863 -3.010 1.445
H -8.700 -4.009 0.913
H -7.955 -3.527 2.399
H -7.430 -4.977 1.663
H -5.118 -1.850 -1.870
H -6.620 -1.088 -1.447
H -6.240 -1.468 -3.166
O 4.138 0.110 7.540
S 3.874 0.071 6.137
O 4.517 -0.888 5.268
O 2.272 -0.124 5.935
C 1.373 0.661 6.703
C -0.119 0.351 6.426
C 4.083 1.717 5.389
H 1.478 1.740 6.567
H 1.553 0.459 7.760
H -0.738 0.972 7.073
H -0.331 -0.664 6.763
H -0.322 0.539 5.374
H 3.261 1.843 4.688
H 5.021 1.687 4.841
H 4.069 2.503 6.139
O -4.380 -0.867 -6.493
S -4.963 -2.052 -5.910
O -6.180 -1.956 -5.125
O -5.168 -3.100 -7.119
C -6.466 -3.697 -7.272
C -6.357 -5.006 -8.018
C -3.684 -2.969 -5.054
H -7.025 -2.944 -7.835
H -7.039 -3.819 -6.353
H -5.844 -5.794 -7.466
H -5.789 -4.891 -8.944
H -7.345 -5.354 -8.319
H -4.094 -3.964 -4.898
H -3.540 -2.474 -4.098
H -2.816 -2.970 -5.705
O 0.380 0.709 -4.769
S -1.015 0.316 -4.771
O -1.288 -1.081 -4.714
O -1.835 1.108 -3.636
C -1.157 2.091 -2.840
C -2.169 2.893 -2.033
C -1.699 1.157 -6.278
H -0.660 2.748 -3.555
H -0.467 1.634 -2.131
H -2.788 3.528 -2.667
H -1.608 3.606 -1.425
H -2.767 2.250 -1.388
H -1.933 0.385 -7.005
H -0.932 1.835 -6.646
H -2.527 1.794 -5.979
O 1.546 5.204 -5.131
S 2.517 4.282 -4.566
O 3.898 4.644 -4.427
O 1.840 3.768 -3.145
C 2.107 4.527 -1.999
C 3.152 3.797 -1.171
C 2.379 2.689 -5.395
H 1.209 4.707 -1.399
H 2.408 5.575 -2.110
H 3.253 4.173 -0.152
H 4.123 3.723 -1.659
H 2.837 2.755 -1.069
H 1.397 2.757 -5.860
H 2.266 1.854 -4.711
H 3.150 2.466 -6.126
O 3.393 -3.047 0.441
S 3.240 -2.523 1.772
O 2.894 -1.154 1.963
O 2.021 -3.414 2.464
C 1.684 -3.053 3.813
C 1.584 -4.300 4.665
C 4.667 -3.036 2.788
H 0.671 -2.644 3.763
H 2.284 -2.270 4.279
H 0.685 -4.315 5.281
H 2.411 -4.526 5.342
H 1.520 -5.197 4.045
H 4.523 -4.106 2.906
H 4.494 -2.440 3.684
H 5.586 -2.762 2.280
O 3.673 0.300 -0.571
S 4.423 0.113 -1.796
O 5.154 1.172 -2.446
O 5.368 -1.222 -1.698
C 6.189 -1.382 -0.554
C 7.464 -0.547 -0.716
C 3.205 -0.529 -2.960
H 6.411 -2.426 -0.346
H 5.644 -0.977 0.307
H 8.076 -0.932 -1.535
H 8.106 -0.636 0.165
H 7.330 0.517 -0.885
H 3.583 -0.499 -3.976
H 2.427 0.219 -2.790
H 2.847 -1.485 -2.589
O -5.575 2.034 -0.817
S -6.253 1.564 0.370
O -7.206 0.480 0.385
O -5.047 1.152 1.385
C -3.902 1.972 1.489
C -3.223 1.787 2.846
C -6.988 3.025 1.223
H -4.129 3.018 1.270
H -3.224 1.630 0.701
H -2.589 2.679 2.910
H -2.511 0.975 2.957
H -3.864 1.937 3.714
H -6.291 3.859 1.188
H -7.082 2.773 2.279
H -7.966 3.192 0.784
N 5.760 2.298 2.427
C 5.455 2.443 1.122
C 6.475 2.724 0.178
C 7.770 2.877 0.603
C 8.075 2.678 1.945
C 7.055 2.248 2.766
H 4.406 2.353 0.884
H 6.250 2.771 -0.879
H 8.534 3.244 -0.070
H 9.105 2.735 2.268
H 7.187 1.996 3.813
C -0.337 -6.720 -2.064
C -0.139 -5.423 -1.292
C 0.995 -5.608 -0.253
F 0.594 -6.282 0.865
F 2.014 -6.320 -0.790
F 0.175 -4.363 -2.087
F -1.249 -5.030 -0.640
O -1.571 -6.815 -2.803
C -1.593 -6.164 -4.018
C -2.884 -6.729 -4.656
F -3.981 -6.241 -4.044
F -2.970 -6.540 -5.992
F -1.625 -4.828 -3.930
F -0.500 -6.447 -4.759
H -0.470 -7.522 -1.339
H 0.526 -6.975 -2.675
H 1.416 -4.644 0.043
H -2.863 -7.820 -4.560
C 0.468 -0.113 0.763
C 0.477 1.390 1.062
C 1.597 1.605 2.068
F 1.732 2.904 2.414
F 1.437 0.892 3.219
F 0.791 2.093 -0.067
F -0.717 1.832 1.482
O -0.792 -0.398 0.151
C -0.702 -1.465 -0.759
C -2.025 -1.666 -1.441
F -2.126 -2.758 -2.227
F -3.070 -1.741 -0.571
F 0.260 -1.199 -1.665
F -0.269 -2.528 -0.046
H 0.504 -0.674 1.695
H 1.328 -0.369 0.147
H 2.547 1.266 1.642
H -2.283 -0.768 -2.023
C 1.038 5.949 4.418
C -0.013 5.104 5.177
C -0.903 5.975 6.120
F -0.126 6.418 7.137
F -1.519 7.033 5.553
F -0.734 4.413 4.281
F 0.616 4.149 5.915
O 1.940 6.564 5.294
C 3.169 6.972 4.775
C 4.032 7.417 5.976
F 4.200 6.399 6.823
F 5.250 7.781 5.490
F 3.799 5.974 4.168
F 2.948 7.983 3.911
H 0.501 6.651 3.772
H 1.526 5.311 3.675
H -1.695 5.386 6.598
H 3.586 8.282 6.469
```

LUMO in eV: 0.06
2S+1: 1
HOMO in eV: -9.8408
Largest force on an atom in hartree/bohr: 0.0551
Molecular weight in g mol⁻¹: 1768.60

Atomic partial charges in e from the Mulliken method, atoms 1 to 8: number 1, O, carries -0.425; number 2, S, carries 1.085; number 3, O, carries -0.647; number 4, O, carries -0.266; number 5, C, carries 0.059; number 6, C, carries -1.387; number 7, C, carries -0.106; number 8, H, carries 0.147

***

Entry 3:
Below is a cluster of 2 separate species, C2H7I3NSi in total, with properties calculated with wB97M-V/def2-TZVPD.

Geometry as XYZ:
```
14
Properties=species:S:1:pos:R:3
C -2.188 0.257 0.756
C 0.018 -0.708 0.121
N -0.831 0.465 0.109
Si 2.658 -0.016 -0.801
I 4.394 -1.740 -0.277
I 2.212 -0.029 -3.204
I 2.608 2.184 0.378
H -2.586 -0.707 0.318
H -2.244 -0.052 1.756
H -2.903 1.031 0.475
H -0.190 -1.633 -0.510
H 0.323 -1.127 1.054
H -0.293 1.189 0.638
H -0.978 0.885 -0.813
```

ΔE to the lowest compared entry with this formula, charge and spin in kcal/mol: 55.2
LUMO (spin up / spin down) in eV: -5.15 / -5.15
2S+1: 1
HOMO (spin up / spin down) in eV: -12.2820 / -12.2808
Largest force on an atom in hartree/bohr: 0.0902
Charge: +1
Molecular weight in g mol⁻¹: 453.88

Atomic partial charges in e from the Mulliken method, atoms 1 to 8: number 1, C, carries -0.869; number 2, C, carries -1.120; number 3, N, carries -0.051; number 4, Si, carries 0.339; number 5, I, carries 0.064; number 6, I, carries 0.058; number 7, I, carries 0.016; number 8, H, carries 0.346

***

Q: Which value of molecular weight does entry 2 give?
A: 1768.60 g mol⁻¹